# 1
Formula: Cl2K3O8
Source: OMol25
Level of theory: ωB97M-V/def2-TZVPD

Each line ends with the Löwdin charge.
Element x y z (Å)
K  -0.5432  1.4618  3.5733  0.97
K  -4.9084  1.4465  -0.7256  0.98
O  1.8967  -3.5364  -0.4385  -0.23
O  -1.7216  2.1320  0.9150  -0.38
O  2.9657  -1.5374  -1.0588  -0.05
O  0.0877  1.1773  -0.2760  -0.29
O  -0.8917  3.2212  -0.7642  -0.30
O  1.4505  -1.2632  0.6865  -0.24
Cl  2.3306  -2.2862  0.0955  0.73
Cl  -1.0678  1.8740  -0.2518  0.52
O  -2.0341  1.2609  -1.0860  -0.48
K  -0.9238  -1.4199  -1.7059  0.93
O  3.3594  -2.5307  1.0366  -0.17

Its charge is +2. Its HOMO energy (spin up / spin down) is -15.58 / -15.58 eV. Its multiplicity is 2. The value obtained for the lowest unoccupied orbital energy (spin up / spin down) is -6.6 / -10.5 eV. As for the electronic energy: -90369.389 eV. As for the expectation value of S²: 0.761.

=====

# 2
Formula: C28H28FIrN5OS
Source: OMol25
Level of theory: ωB97M-V/def2-TZVPD

Each line ends with the Löwdin charge.
Element x y z (Å)
C  -0.1976  2.9251  1.5205  -0.10
C  2.8977  -2.3259  -4.1454  -0.26
H  -6.2172  -2.3509  -0.7373  0.09
H  5.2200  -0.9335  -0.1389  0.06
C  -4.2860  0.3997  -0.8591  -0.02
H  -1.0768  6.6686  2.8130  0.09
F  0.3820  0.1075  -1.2644  -0.55
C  2.7901  -2.5294  -5.6309  -0.04
C  -2.4271  2.3880  2.2526  0.01
Ir  0.7966  -0.3494  0.6776  1.23
H  -5.6126  -1.9337  -2.3373  0.10
H  -1.2111  5.8835  4.3816  0.10
H  -3.4616  3.8934  3.3481  0.13
C  -1.6300  5.9162  3.3732  -0.03
S  3.0001  -1.7317  0.3779  0.80
H  2.7676  -1.5762  -6.1553  0.08
H  -3.8660  -2.8177  0.0310  0.12
H  3.8688  3.4677  -0.4992  0.11
H  0.4631  4.8917  2.0125  0.13
C  -4.5767  -0.9606  -0.7270  -0.24
H  3.0813  -4.0945  -1.2380  0.11
H  -3.2241  1.6635  2.3488  0.13
C  3.0275  -1.9659  -1.3975  -0.40
H  3.0040  -4.4208  -3.7053  0.12
H  -3.1968  -3.5325  1.9904  0.13
H  1.8768  -3.0762  -5.8699  0.09
H  3.6332  -3.1112  -6.0051  0.09
H  -2.6704  6.2250  3.4572  0.09
C  -2.1656  -3.2289  1.9864  -0.03
H  5.2144  -2.5704  0.5878  0.07
C  -2.5538  3.6331  2.8180  -0.01
C  4.8023  -1.5642  0.6438  -0.19
H  3.7773  1.0582  0.7604  0.09
C  -3.6781  -1.7534  -0.0253  0.03
C  2.9857  -3.4214  -3.2873  -0.03
H  2.8176  -0.1834  -4.2496  0.12
C  -2.5435  -1.2325  0.5783  -0.09
H  -1.0558  -4.7082  3.1778  0.11
C  3.0370  3.0257  0.0205  -0.02
C  -0.3566  4.1873  2.0723  0.04
C  -3.1716  0.9386  -0.2696  0.01
H  -4.9409  1.0266  -1.4513  0.12
C  2.9870  1.7786  0.6425  -0.14
C  3.0408  -3.2502  -1.9156  -0.06
C  1.7796  3.5528  0.1950  -0.03
C  -2.2701  0.1538  0.4867  -0.23
O  2.6295  -3.0159  1.0049  -0.52
C  2.8975  -1.0456  -3.5997  -0.02
N  -1.1614  0.7287  1.0454  0.03
H  1.3697  4.4918  -0.1348  0.14
C  -0.0040  -2.9711  2.2761  -0.11
C  -5.8173  -1.5369  -1.3403  -0.03
N  1.0481  2.6574  0.8897  -0.08
H  1.0379  -3.0743  2.5250  0.10
C  -1.5226  4.5677  2.7287  -0.24
C  -1.2543  1.9874  1.5734  -0.21
N  -0.4180  -1.9435  1.5468  -0.08
C  2.9615  -0.8595  -2.2295  -0.10
H  4.9789  -1.1431  1.6327  0.06
H  -2.9298  1.9820  -0.4146  0.13
N  -1.7435  -2.1079  1.3516  -0.06
H  -6.5795  -0.7664  -1.4402  0.08
H  2.9471  0.1418  -1.8210  0.09
N  1.7800  1.5513  1.1669  -0.07
C  -1.0798  -3.8056  2.5940  -0.01

Its charge is +1. Its HOMO energy (spin up / spin down) is -9.70 / -11.02 eV. Its multiplicity is 5. The value obtained for the lowest unoccupied orbital energy (spin up / spin down) is -2.3 / -4.8 eV. As for the electronic energy: -55371.071 eV. As for the expectation value of S²: 6.052.

=====

# 3
Formula: C2H10NS2
Source: OMol25
Level of theory: ωB97M-V/def2-TZVPD

Each line ends with the Löwdin charge.
Element x y z (Å)
H  3.2267  2.1204  1.4549  0.19
H  1.9316  1.2751  3.0431  0.11
H  1.3807  1.4941  -0.8324  0.09
H  2.0990  -0.0020  1.8158  0.11
H  0.5566  0.9552  1.9276  0.09
C  1.6411  0.9736  2.0285  -0.01
H  -0.9250  0.3296  -0.5639  -0.22
H  -2.1190  -2.2456  -2.0505  -0.18
H  2.9503  2.3864  -0.9031  0.11
C  2.3759  1.5931  -0.4003  0.02
H  1.7816  2.8773  1.1422  0.19
N  2.2651  1.9478  1.0827  -0.06
H  2.8927  0.6558  -0.4474  0.10
S  -2.6234  -1.4438  -1.0660  0.26
S  -0.7349  -0.9863  -0.3048  0.18

Its charge is +1. Its HOMO energy is -11.99 eV. The value obtained for the lowest unoccupied orbital energy is -3.8 eV. As for the electronic energy: -25389.628 eV.

=====

Question: Which of these has the highest electronic energy?
Answer: C2H10NS2

=====

Question: Which formula does entry 3 have?
Answer: C2H10NS2